(1)
The following is a DFT calculation (wB97M-V/def2-TZVPD) of a 13-piece molecular cluster, C36H98O26 overall at a distorted geometry.

## Properties
Kohn-Sham gap   0.3392 Eh
E_HOMO   -8.99 eV
E_tot   -3386.30857 a.u.

Each line ends with the Mulliken charge.
Positions of all 160 atoms, in Å:
C  3.334  -0.059  2.376  1.15
C  4.582  -0.380  3.129  -0.95
O  5.775  0.081  2.526  -0.59
O  3.388  -0.771  1.102  -0.30
H  3.302  1.032  2.300  -0.32
H  2.457  -0.342  2.948  -0.17
H  4.673  -1.453  3.395  0.39
H  4.449  0.033  4.163  0.10
H  6.173  -0.630  2.035  0.34
H  2.537  -0.720  0.648  0.23
C  2.921  -1.538  -4.596  -0.43
C  4.041  -2.223  -3.773  -0.85
O  3.435  -3.225  -2.961  -0.43
O  2.005  -0.861  -3.754  0.98
H  2.426  -2.402  -5.085  0.33
H  3.368  -0.828  -5.289  0.36
H  4.502  -1.481  -3.125  0.24
H  4.782  -2.671  -4.433  0.39
H  3.147  -3.879  -3.548  0.23
H  2.602  -0.356  -3.097  -0.75
C  3.789  1.671  -1.733  -0.06
C  3.178  2.166  -3.046  -0.59
O  1.862  2.538  -2.868  0.25
O  3.388  0.271  -1.597  -0.31
H  3.476  2.281  -0.906  -0.07
H  4.884  1.731  -1.861  0.52
H  3.386  1.402  -3.780  0.02
H  3.709  3.054  -3.443  0.32
H  1.358  2.249  -3.645  -0.19
H  3.831  -0.145  -0.823  0.16
C  1.978  5.841  -0.132  -0.65
C  0.801  5.383  -1.019  0.47
O  1.383  5.140  -2.295  -0.62
O  3.011  4.869  -0.138  -0.40
H  1.613  6.008  0.883  0.39
H  2.296  6.823  -0.551  0.29
H  0.107  6.200  -1.150  0.43
H  0.223  4.515  -0.593  -0.51
H  1.326  4.187  -2.549  0.33
H  3.236  4.866  -1.059  0.27
C  -0.803  4.167  3.588  -0.56
C  0.487  3.705  4.213  -0.24
O  0.984  2.676  3.392  0.65
O  -0.561  4.777  2.281  -0.58
H  -1.224  4.965  4.189  0.45
H  -1.571  3.405  3.507  0.11
H  0.143  3.274  5.183  0.11
H  1.128  4.570  4.338  0.20
H  1.935  2.591  3.564  -0.04
H  -0.372  4.099  1.616  0.17
C  0.111  0.042  -0.405  -0.11
C  0.383  1.474  -0.108  1.84
O  -0.366  1.997  0.994  1.14
O  0.857  -0.904  0.337  0.40
H  0.277  -0.175  -1.453  -0.83
H  -0.954  -0.137  -0.226  0.29
H  0.132  2.125  -0.978  -2.16
H  1.463  1.629  0.098  -0.16
H  0.087  1.857  1.850  -0.52
H  0.886  -1.760  -0.217  -0.21
C  2.866  -4.291  0.413  -0.10
C  1.636  -4.405  -0.434  -0.40
O  1.311  -3.202  -1.197  -0.10
O  4.081  -4.368  -0.343  -0.64
H  2.979  -5.089  1.180  0.43
H  2.807  -3.282  0.879  -0.16
H  0.909  -4.643  0.347  0.13
H  1.678  -5.226  -1.129  0.36
H  1.904  -3.136  -1.942  0.08
H  3.877  -3.873  -1.137  0.36
C  -4.099  3.107  -0.168  -0.03
C  -3.565  2.955  1.237  -0.21
O  -2.927  1.608  1.197  -0.10
O  -4.792  1.942  -0.575  -0.63
H  -3.282  3.302  -0.848  -0.23
H  -4.832  3.927  -0.236  0.39
H  -4.394  2.906  1.991  0.25
H  -2.877  3.796  1.517  0.18
H  -1.958  1.723  1.122  0.23
H  -4.336  1.188  -0.168  0.37
C  -2.029  -4.248  1.498  0.07
O  -2.115  -5.511  0.903  -0.50
C  -2.671  -5.559  -0.406  0.05
C  -4.167  -5.615  -0.441  -0.79
O  -4.701  -4.383  0.023  -0.19
C  -5.810  -4.602  0.873  -0.91
H  -1.498  -3.533  0.841  -0.04
H  -1.359  -4.320  2.369  0.14
H  -2.990  -3.839  1.731  0.00
H  -2.254  -6.420  -0.932  0.41
H  -2.327  -4.659  -0.925  -0.09
H  -4.556  -6.423  0.184  0.54
H  -4.475  -5.678  -1.456  0.30
H  -6.668  -4.979  0.323  0.39
H  -6.178  -3.653  1.273  0.16
H  -5.561  -5.214  1.744  0.39
C  1.817  0.431  6.530  -0.82
O  2.607  1.233  5.662  0.01
C  3.382  2.233  6.256  -0.72
C  4.252  2.826  5.189  -0.56
O  3.376  3.332  4.171  -0.43
C  3.945  3.980  3.079  -0.96
H  0.845  0.880  6.654  0.28
H  2.295  0.201  7.532  0.30
H  1.704  -0.512  6.008  0.10
H  4.020  1.764  6.994  0.54
H  2.745  3.044  6.635  0.30
H  4.959  2.106  4.821  0.30
H  4.788  3.729  5.608  0.35
H  4.229  3.323  2.280  0.22
H  4.717  4.708  3.235  0.50
H  3.153  4.514  2.561  0.18
C  -1.638  -1.317  -3.418  -0.25
O  -2.279  -1.935  -4.530  -0.44
C  -2.258  -3.307  -4.628  -0.68
C  -3.302  -4.034  -3.799  0.20
O  -4.555  -3.876  -4.422  -0.47
C  -5.202  -2.724  -3.925  -0.41
H  -1.817  -1.819  -2.450  0.49
H  -2.135  -0.364  -3.393  -0.20
H  -0.580  -1.213  -3.651  0.13
H  -1.272  -3.622  -4.235  0.12
H  -2.252  -3.558  -5.668  0.41
H  -3.410  -3.705  -2.735  -0.11
H  -3.065  -5.097  -3.849  0.48
H  -4.699  -1.767  -4.240  0.14
H  -5.264  -2.698  -2.814  0.12
H  -6.257  -2.863  -4.200  0.34
C  -6.220  -1.552  4.458  -0.67
O  -4.849  -1.313  4.747  -0.41
C  -3.976  -1.094  3.678  0.28
C  -2.493  -0.803  4.107  0.27
O  -1.741  -1.931  4.592  -0.44
C  -0.408  -1.996  4.094  0.04
H  -6.796  -1.726  5.344  0.29
H  -6.417  -2.416  3.807  0.19
H  -6.685  -0.709  3.960  0.31
H  -4.306  -0.186  3.138  0.21
H  -3.973  -1.956  2.955  -0.24
H  -2.461  0.003  4.839  0.33
H  -2.014  -0.408  3.200  -0.26
H  0.279  -1.391  4.637  -0.22
H  -0.379  -1.713  3.028  0.03
H  -0.093  -3.020  4.174  0.47
C  1.984  1.580  -6.722  -0.96
O  0.995  1.969  -5.844  -0.22
C  -0.132  1.035  -5.964  -0.28
C  -1.289  1.676  -5.213  -0.80
O  -0.959  1.771  -3.841  0.23
C  -1.699  2.748  -3.069  -0.38
H  1.760  1.775  -7.768  0.36
H  2.166  0.533  -6.568  0.33
H  2.892  2.156  -6.589  0.27
H  0.152  0.093  -5.559  0.09
H  -0.432  1.080  -7.031  0.45
H  -2.132  0.978  -5.353  0.28
H  -1.468  2.682  -5.648  0.53
H  -1.087  2.879  -2.142  -0.46
H  -2.778  2.527  -2.948  0.42
H  -1.672  3.783  -3.476  0.46


(2)
The following is a DFT calculation (wB97M-V/def2-TZVPD) of a 13-piece molecular cluster, C36H98O33S13 overall at a distorted geometry.

## Properties
Kohn-Sham gap   0.3059 Eh
E_HOMO   -8.48 eV
E_tot   -9089.19800 a.u.

Each line ends with the Mulliken charge.
Positions of all 180 atoms, in Å:
O  8.499  0.924  -6.341  -0.64
S  8.397  1.702  -5.097  1.13
O  7.151  2.361  -4.825  -0.57
O  8.713  0.692  -3.831  -0.25
C  9.820  -0.132  -3.741  -0.29
C  9.412  -0.872  -2.408  -1.13
C  9.767  2.943  -4.944  -1.01
H  10.786  0.336  -3.929  0.39
H  9.752  -0.820  -4.584  0.30
H  10.260  -1.539  -2.251  0.37
H  8.458  -1.399  -2.384  0.30
H  9.315  -0.129  -1.615  0.30
H  9.936  3.068  -3.874  0.35
H  9.324  3.858  -5.337  0.41
H  10.570  2.729  -5.649  0.35
O  6.253  -5.155  3.154  -0.60
S  6.828  -6.387  3.703  1.13
O  8.081  -6.978  3.126  -0.59
O  6.830  -6.250  5.359  -0.29
C  7.875  -6.856  6.122  -0.26
C  9.348  -6.373  5.855  -1.05
C  5.450  -7.668  3.424  -0.85
H  7.826  -7.944  6.126  0.29
H  7.586  -6.538  7.123  0.30
H  10.017  -6.863  6.562  0.37
H  9.484  -5.315  6.083  0.29
H  9.820  -6.559  4.890  0.33
H  5.749  -8.197  2.519  0.36
H  4.481  -7.171  3.475  0.30
H  5.484  -8.284  4.323  0.26
O  -9.474  7.846  -2.497  -0.59
S  -9.190  6.414  -2.578  1.14
O  -8.811  5.800  -3.833  -0.57
O  -7.796  6.212  -1.611  -0.37
C  -7.777  6.669  -0.280  -0.39
C  -7.515  5.532  0.775  -0.94
C  -10.264  5.428  -1.569  -0.81
H  -8.761  7.061  -0.022  0.29
H  -7.113  7.527  -0.181  0.37
H  -8.353  4.837  0.840  0.27
H  -7.495  6.030  1.744  0.35
H  -6.575  5.012  0.592  0.28
H  -9.568  4.676  -1.196  0.27
H  -11.198  5.072  -2.005  0.38
H  -10.430  5.941  -0.621  0.33
O  5.192  4.067  7.641  -0.60
S  4.567  3.040  6.796  1.09
O  4.299  3.417  5.406  -0.58
O  5.549  1.754  6.815  -0.27
C  5.299  0.747  5.812  -0.02
C  6.399  -0.321  6.018  -1.24
C  3.121  2.232  7.658  -0.87
H  5.471  1.072  4.786  0.25
H  4.301  0.312  5.864  0.26
H  7.324  0.102  6.409  0.34
H  6.859  -0.766  5.136  0.38
H  6.081  -1.127  6.680  0.27
H  2.835  1.421  6.989  0.30
H  2.385  2.969  7.978  0.37
H  3.495  1.784  8.578  0.32
O  -0.431  -7.193  3.395  -0.56
S  -0.544  -6.974  4.824  1.07
O  -1.740  -7.351  5.601  -0.59
O  0.788  -7.677  5.579  -0.26
C  0.606  -8.277  6.770  -0.24
C  2.024  -8.552  7.318  -1.11
C  0.015  -5.169  5.039  -0.83
H  0.198  -9.270  6.582  0.28
H  -0.030  -7.790  7.510  0.39
H  2.015  -8.869  8.360  0.36
H  2.560  -7.616  7.162  0.27
H  2.514  -9.278  6.670  0.28
H  -0.435  -4.802  5.961  0.31
H  -0.405  -4.575  4.227  0.35
H  1.099  -5.182  5.151  0.28
O  -6.094  6.161  7.289  -0.60
S  -7.069  5.272  7.848  1.17
O  -8.497  5.658  7.932  -0.59
O  -6.958  3.870  6.875  -0.34
C  -5.722  3.349  6.681  -0.07
C  -5.789  2.093  5.773  -1.25
C  -6.478  4.610  9.443  -0.98
H  -5.370  3.193  7.701  0.29
H  -5.008  4.056  6.258  0.31
H  -6.517  1.432  6.244  0.32
H  -4.877  1.499  5.730  0.35
H  -6.285  2.136  4.803  0.32
H  -5.392  4.697  9.438  0.37
H  -6.967  3.641  9.542  0.33
H  -6.875  5.209  10.263  0.38
O  0.059  7.608  -4.722  -0.57
S  -0.235  7.207  -3.350  1.01
O  -0.164  8.034  -2.207  -0.54
O  -1.691  6.392  -3.343  -0.30
C  -2.641  6.625  -4.404  -0.23
C  -3.136  8.059  -4.498  -1.06
C  0.954  5.739  -3.200  -0.81
H  -3.452  5.907  -4.280  0.35
H  -2.074  6.613  -5.335  0.29
H  -2.351  8.801  -4.354  0.34
H  -3.881  8.357  -3.760  0.31
H  -3.657  8.225  -5.441  0.34
H  0.772  5.122  -4.081  0.19
H  0.718  5.113  -2.340  0.33
H  2.023  5.939  -3.128  0.36
O  1.513  -1.207  -6.203  -0.59
S  1.327  -0.434  -7.428  1.08
O  0.280  -0.893  -8.316  -0.62
O  1.050  1.137  -6.996  -0.22
C  -0.006  1.790  -7.624  -0.20
C  0.595  3.071  -8.294  -1.05
C  2.880  -0.064  -8.266  -0.78
H  -0.603  2.173  -6.796  0.25
H  -0.660  1.280  -8.331  0.31
H  -0.131  3.725  -8.776  0.35
H  1.368  2.919  -9.048  0.28
H  1.158  3.566  -7.503  0.28
H  3.363  0.315  -7.365  0.32
H  2.679  0.743  -8.970  0.23
H  3.345  -0.931  -8.735  0.36
O  2.268  1.445  0.515  -0.57
S  1.441  0.221  0.427  1.09
O  0.988  -0.318  1.688  -0.59
O  0.117  0.556  -0.456  -0.27
C  -0.807  -0.465  -0.678  -0.13
C  -2.269  0.025  -0.397  -1.34
C  2.342  -1.026  -0.654  -0.88
H  -0.533  -1.382  -0.155  0.37
H  -0.848  -0.607  -1.758  0.24
H  -2.514  0.966  -0.888  0.32
H  -2.491  0.263  0.643  0.33
H  -3.162  -0.514  -0.716  0.39
H  2.323  -0.692  -1.691  0.35
H  1.692  -1.892  -0.778  0.31
H  3.348  -1.251  -0.299  0.36
O  -11.634  0.904  -4.762  -0.60
S  -12.245  -0.232  -4.066  1.14
O  -12.129  -1.605  -4.547  -0.59
O  -11.652  -0.043  -2.533  -0.30
C  -10.209  -0.348  -2.390  -0.39
C  -10.120  -1.864  -2.010  -0.91
C  -14.087  0.052  -3.794  -0.89
H  -9.642  0.268  -1.692  0.34
H  -9.751  -0.136  -3.357  0.32
H  -9.092  -2.225  -2.017  0.33
H  -10.887  -2.416  -2.554  0.27
H  -10.208  -1.942  -0.926  0.28
H  -14.302  1.068  -3.461  0.32
H  -14.254  -0.761  -3.087  0.31
H  -14.500  -0.289  -4.743  0.37
C  5.196  -9.162  -3.370  -0.86
S  3.517  -9.658  -2.898  0.46
O  3.650  -10.691  -1.720  -0.60
C  2.944  -7.955  -2.255  -0.79
H  5.631  -8.655  -2.509  0.27
H  5.231  -8.527  -4.255  0.34
H  5.824  -10.028  -3.580  0.32
H  3.858  -7.606  -1.774  0.20
H  2.157  -8.154  -1.528  0.31
H  2.689  -7.128  -2.919  0.35
C  7.260  4.588  1.146  -0.85
S  7.278  6.204  0.181  0.48
O  7.441  5.866  -1.223  -0.58
C  5.557  6.759  0.316  -0.86
H  6.577  3.919  0.623  0.28
H  6.724  4.833  2.063  0.30
H  8.219  4.083  1.260  0.31
H  5.435  7.211  1.300  0.37
H  4.911  5.882  0.276  0.25
H  5.388  7.586  -0.373  0.31
C  -4.073  -5.192  -3.742  -0.96
S  -5.083  -4.200  -4.951  0.50
O  -4.907  -2.800  -4.411  -0.60
C  -3.897  -4.548  -6.362  -0.91
H  -4.630  -5.035  -2.818  0.34
H  -3.248  -4.570  -3.393  0.31
H  -3.721  -6.154  -4.116  0.35
H  -2.862  -4.507  -6.024  0.30
H  -4.065  -3.743  -7.078  0.31
H  -4.050  -5.553  -6.757  0.35


Question: Which value of E_tot does entry 2 give?
Answer: -9089.19800 a.u.


Question: The lowest E_tot belongs to which entry?
Answer: C36H98O33S13


Question: The lowest E_tot belongs to which entry?
Answer: C36H98O33S13


Question: Kohn-Sham gap of number 1 (C36H98O26)?
Answer: 0.3392 Eh